[1]
{
  "formula": "C3H12NO3",
  "method": "the ωB97M-V functional and the def2-TZVPD basis",
  "symbols": ["H", "H", "H", "N", "H", "O", "H", "C", "H", "H", "H", "C", "C", "H", "H", "O", "H", "O", "H"],
  "xyz": [[1.31168, -0.48057, 0.15090], [0.19548, 0.69159, 0.44027], [0.03175, -1.46924, -1.37689], [0.31498, -0.33704, 0.41263], [-0.74503, 2.86685, 0.80956], [2.24717, -0.50442, -1.42072], [2.84368, -0.90143, -2.07722], [-1.12529, 0.27162, -1.58287], [-0.47905, 1.11871, -1.94323], [-0.03026, -0.02196, 2.48576], [2.65054, 0.37862, -1.38802], [-0.53566, -0.81162, -0.70252], [-0.05539, -0.83930, 1.77608], [-1.72457, 2.17904, 1.72262], [-1.34397, -1.45540, -0.35334], [-2.23983, 0.27864, -1.99702], [0.61035, -1.65521, 2.06518], [-0.90140, 2.01405, 1.24089], [-1.02515, -1.32290, 1.73792]],
  "forces_ev_per_a": [[-0.243, -0.431, 0.004], [-0.119, -0.101, 0.654], [0.158, 0.406, -0.190], [0.002, 1.155, -0.653], [0.156, 0.090, 0.224], [0.545, 0.804, -0.492], [-0.244, -0.583, 0.170], [0.566, 0.490, -0.040], [-0.095, -0.062, 0.032], [0.035, 0.034, -0.039], [-0.054, 0.019, 0.210], [-0.266, -1.607, 0.202], [0.079, -1.171, 0.378], [0.015, -0.231, 0.184], [-0.132, 0.293, 0.246], [-0.236, -0.164, -0.087], [0.285, 0.363, -0.081], [-0.124, 0.296, -0.712], [-0.329, 0.398, -0.008]],
  "s2": 0.7580,
  "e_tot_ev": -10917.188,
  "multiplicity": 2,
  "fmax_ev_per_a": 1.6,
  "total_charge": 2,
  "relative_energy_ev": 0.126,
  "homo_energy_ha": [-0.7475, -0.7475],
  "homo_lumo_gap_ha": [0.3632, 0.2309],
  "lumo_ev": [-10.46, -14.06]
}


[2]
{
  "formula": "C18H17Cl2F18N4O7S2",
  "method": "the ωB97M-V functional and the def2-TZVPD basis",
  "symbols": ["F", "H", "N", "F", "H", "F", "F", "C", "C", "O", "O", "S", "Cl", "C", "F", "F", "H", "C", "H", "C", "C", "F", "C", "H", "H", "S", "C", "H", "F", "C", "F", "H", "H", "O", "C", "F", "F", "H", "N", "C", "C", "H", "F", "C", "F", "O", "C", "F", "C", "O", "H", "O", "C", "H", "H", "H", "C", "F", "O", "H", "F", "N", "F", "F", "H", "N", "C", "Cl"],
  "xyz": [[-5.62092, 0.57452, 1.77652], [2.03683, 2.02592, 4.04924], [-2.59759, -3.15024, -0.22391], [-2.75158, 2.84787, -1.12944], [1.34796, -0.05573, 1.85199], [-5.93503, 4.77383, -2.06754], [-2.99232, -6.30161, 0.21074], [6.15441, 0.93434, -0.45265], [1.42918, 1.03280, 4.29149], [-0.76201, 1.34291, -4.58595], [1.44082, 0.41164, -4.86198], [-3.10828, 1.57387, 2.04317], [-4.34271, -3.24413, -0.45574], [6.21500, 1.79106, 0.97336], [5.58290, -2.02801, -1.73949], [3.76556, 1.34793, -1.16131], [-0.83811, -6.22226, 0.23619], [-4.77602, 3.83271, -2.25601], [-2.45717, -4.77930, -1.65168], [-4.86872, 1.84018, 1.44115], [-1.73565, -5.48572, 0.39355], [5.04690, -0.16639, -3.23088], [-2.26295, 0.04861, 1.39095], [2.47623, -0.61782, -2.51846], [7.22731, 2.41425, 0.91429], [0.52734, 1.08315, -3.91983], [1.23407, -1.91134, -0.86445], [1.38353, -2.19091, 1.44771], [7.28345, -0.05901, -0.35322], [-5.02146, 2.05135, -0.17649], [-5.04395, 2.74326, -3.22247], [-0.81461, 0.36490, 3.92535], [2.08956, 0.06257, 4.22561], [1.12182, 2.36015, -3.48480], [-4.15677, 3.29631, -0.80279], [5.09895, 2.76807, 1.10398], [6.36880, 0.90334, 2.17390], [0.53408, -2.34472, -1.71885], [-0.72382, -1.71319, 0.74058], [3.16027, -1.52066, -2.22076], [0.04645, 0.97213, 3.40954], [3.16332, -2.25781, -3.14845], [4.18942, -0.26262, 0.57014], [-2.15076, -2.02806, 0.40372], [-3.67998, 4.69109, -2.84238], [2.65509, -2.27442, -1.02685], [0.28023, 0.47807, 1.83552], [-4.15551, 4.52230, 0.08038], [4.67097, -0.86371, -1.94471], [0.30844, 0.21796, -2.74633], [-1.79857, -5.03944, 1.48570], [-2.35390, 2.90754, 1.83536], [-1.80971, -4.30780, -0.76680], [-0.77130, -4.04090, -1.24286], [1.04298, -0.73538, -0.87973], [-0.34974, 2.09613, 3.34168], [4.69226, 0.23778, -0.73033], [-6.47272, 2.40042, -0.41216], [-3.22022, 1.38606, 3.60694], [1.09314, 1.15722, 5.43025], [-5.48066, 2.91757, 2.25351], [-0.83192, -0.42640, 1.32038], [-4.76260, 0.84424, -0.99669], [6.52322, 1.86653, -1.56369], [0.51423, -3.61486, 0.58557], [-3.18336, -0.99659, 0.80064], [0.59084, -2.42335, 0.58548], [0.53512, 1.94181, 0.66513]],
  "forces_ev_per_a": [[2.229, 3.946, -1.030], [-1.172, -2.422, 0.242], [0.324, 0.126, -0.310], [-5.020, 1.507, 1.572], [-2.712, 0.781, -0.470], [3.781, -3.749, -0.768], [2.598, 1.605, 0.479], [1.497, 0.361, -0.282], [-0.557, 0.481, 0.753], [-0.529, -0.140, 0.240], [0.373, -0.536, 0.153], [4.221, 4.947, 7.149], [1.661, 0.019, 0.181], [1.096, 1.099, 0.522], [-1.852, 3.685, -0.255], [3.056, -3.740, 1.555], [-1.797, 1.484, 0.335], [1.063, 2.001, -2.410], [1.440, 1.142, 2.022], [-3.860, -1.764, 0.777], [-0.962, -0.161, -0.584], [-0.695, -2.117, 4.365], [0.197, -5.920, -2.780], [0.904, -1.527, 0.561], [-2.431, -1.298, 0.302], [0.294, 1.113, -2.072], [-1.314, 0.894, 0.369], [-2.187, -0.158, -1.674], [-3.641, 2.922, -0.383], [-2.188, -0.122, -1.897], [0.556, 4.098, 3.732], [1.856, 0.900, -1.064], [-1.259, 1.993, -0.042], [0.163, 0.260, 0.670], [2.052, 1.407, -0.869], [3.115, -3.488, -0.165], [-1.125, 2.538, -3.586], [1.605, 0.900, 1.502], [-4.586, 0.300, -0.016], [0.217, 0.695, -0.799], [-0.474, 1.392, -0.382], [0.528, 1.666, 1.978], [1.532, 1.262, -3.873], [-0.256, 2.513, 1.092], [-4.050, -3.062, 1.958], [-1.521, 1.704, -1.013], [1.979, -0.096, 0.934], [0.060, -4.435, -2.695], [-1.038, -1.899, -2.170], [-0.217, -1.188, 1.765], [0.223, -0.969, -2.343], [-2.739, -4.828, -0.765], [-0.512, -1.885, -0.323], [-2.045, -0.083, 1.273], [0.591, -2.354, -0.335], [0.752, -2.560, 0.122], [-1.189, 1.654, -0.069], [4.392, -1.055, 0.809], [-0.398, -0.604, -6.007], [0.720, -0.366, -2.483], [2.327, -3.531, -3.025], [-2.647, 3.165, 1.217], [-0.672, 3.950, 3.220], [-1.248, -2.995, 3.684], [-0.484, 2.760, 0.170], [7.745, 0.563, 1.017], [2.617, -0.975, -0.968], [-0.386, -1.806, 1.184]],
  "e_tot_ev": -134842.000,
  "fmax_ev_per_a": 9.7,
  "total_charge": -1,
  "homo_energy_ha": -0.1207,
  "homo_lumo_gap_ha": 0.0870,
  "lumo_ev": -0.92
}


[3]
{
  "formula": "C4H6O2",
  "method": "the ωB97M-V functional and the def2-TZVPD basis",
  "symbols": ["O", "C", "H", "H", "C", "C", "H", "O", "H", "H", "C", "H"],
  "xyz": [[-1.57495, 1.51744, -0.53373], [0.56629, 1.03386, 0.63957], [-1.41811, -1.07917, 1.01474], [-0.63093, -1.34264, -0.57766], [0.65169, -0.29373, 0.89626], [-0.67565, -0.69915, 0.30645], [2.30463, -0.59821, 1.75378], [1.53564, -1.10795, 1.45984], [-0.74615, 0.22374, -2.72260], [1.20349, 1.89321, 0.81241], [-0.74952, 0.82948, 0.01225], [-0.46642, -0.37688, -3.06132]],
  "forces_ev_per_a": [[0.343, -0.286, 0.256], [0.059, 0.015, 0.020], [0.094, 0.067, -0.077], [0.001, 0.103, 0.126], [-0.099, 0.053, -0.059], [-0.079, -0.136, -0.020], [-0.073, -0.114, -0.018], [0.099, 0.182, 0.026], [0.007, -0.053, -0.049], [-0.078, -0.126, -0.019], [-0.274, 0.246, -0.183], [0.000, 0.049, -0.002]],
  "e_tot_ev": -8337.944,
  "fmax_ev_per_a": 0.5,
  "relative_energy_ev": 2.517,
  "homo_energy_ha": -0.3504,
  "homo_lumo_gap_ha": 0.3649,
  "lumo_ev": 0.40
}


[4]
{
  "formula": "C13H7AlN4O6S3SbSe",
  "method": "the ωB97M-V functional and the def2-TZVPD basis",
  "symbols": ["Al", "N", "Se", "C", "C", "C", "C", "C", "O", "C", "C", "H", "S", "C", "S", "S", "Sb", "C", "N", "H", "O", "C", "O", "C", "O", "H", "N", "C", "H", "N", "H", "C", "O", "H", "O", "H"],
  "xyz": [[5.98756, 9.28318, 12.60508], [5.45541, 4.93772, 6.26396], [3.56861, 11.28588, 11.79809], [5.31235, 6.18616, 8.27061], [6.63805, 8.30091, 7.05072], [7.49509, 12.04485, 11.30961], [5.77744, 7.23259, 9.04826], [6.42896, 8.29847, 8.45134], [7.21980, 10.53080, 7.28934], [5.69105, 6.17228, 6.96112], [7.98284, 13.17205, 10.62897], [8.13631, 11.26886, 11.77141], [8.23902, 9.18354, 12.99126], [6.09779, 11.87818, 11.26857], [5.11101, 8.90396, 14.70779], [7.86567, 7.85576, 16.90082], [7.42875, 9.49402, 15.37659], [5.77888, 14.07124, 10.01179], [5.33608, 10.96812, 11.94795], [7.67080, 15.04470, 9.74166], [4.67394, 4.13379, 6.91244], [5.56008, 7.11851, 10.52842], [5.67504, 8.24180, 11.20016], [7.15342, 14.18390, 10.16056], [7.25933, 9.71922, 5.24869], [6.73087, 9.13559, 9.03544], [7.07490, 9.55210, 6.48537], [5.25319, 12.90463, 10.61825], [9.03669, 13.36066, 10.45928], [3.88994, 12.69825, 10.63884], [6.35174, 7.26893, 5.19871], [6.28060, 7.23241, 6.29614], [5.91702, 4.82544, 5.11712], [5.08743, 14.74594, 9.54894], [5.18797, 6.02099, 11.00077], [4.70892, 5.38262, 8.72821]],
  "forces_ev_per_a": [[0.610, -1.607, 0.748], [-2.651, -1.959, -0.344], [1.283, 1.610, -1.901], [-0.006, -0.361, 0.996], [-0.507, 0.526, 1.914], [1.210, 0.411, -1.246], [0.234, 0.442, 0.100], [-0.130, -0.503, -0.613], [-0.333, -2.663, -1.786], [0.089, -0.263, -0.277], [-0.068, -1.836, 1.583], [-0.415, 0.767, -0.411], [-0.919, 0.034, 1.019], [-2.255, 0.847, 0.942], [0.827, 0.588, -0.949], [0.276, -0.227, -0.006], [-0.632, -0.037, -0.987], [1.766, -0.932, 0.959], [0.874, 0.503, -0.636], [-0.271, 0.008, 0.068], [2.857, 1.646, -3.130], [-1.623, -2.189, 1.563], [0.058, 0.246, 0.013], [-1.656, 1.398, -1.966], [-0.629, -1.402, 3.032], [0.225, 0.401, 0.256], [1.164, 4.273, -1.355], [-2.560, -1.402, 0.038], [0.065, -0.377, 0.480], [1.903, -1.015, 1.814], [0.235, -0.263, 0.680], [-0.024, -0.103, -1.491], [-1.016, -0.543, 2.396], [0.120, 0.464, -0.112], [1.152, 2.968, -1.010], [0.748, 0.550, -0.384]],
  "s2": 0.7635,
  "e_tot_ev": -142823.672,
  "multiplicity": 2,
  "fmax_ev_per_a": 4.6,
  "relative_energy_ev": 0.429,
  "homo_energy_ha": [-0.3203, -0.3235],
  "homo_lumo_gap_ha": [0.2169, 0.2188],
  "lumo_ev": [-2.81, -2.85]
}